# 1
A structure of composition C15H8Cl2O2SeV, computed with ωB97M-V with the def2-TZVPD basis set.

Gap between HOMO and LUMO (alpha / beta): 0.204 / 0.229 hartree
Largest force on an atom: 0.922 eV Å⁻¹
LUMO level (alpha / beta): 2.0 / 1.9 eV
E: -4992.77163 hartree
HOMO energy (alpha / beta): -3.6 / -4.3 eV

Geometry as ORCA input:
```
! RIJCOSX wB97M-V def2-TZVPD def2/J DEFGRID3
* xyz -1 3
Se 1.1541 3.1592 -2.9636
V 0.5319 1.8630 -1.2999
Cl 4.1641 1.2974 1.8227
Cl 1.5055 4.0913 5.5830
O 1.7896 1.7779 0.2122
O -0.8050 2.7470 -0.1299
C 0.5405 3.0119 1.8283
C -0.9455 -4.9284 -1.7832
C 1.5522 3.4127 3.9739
C 2.7543 2.1655 2.3175
C -0.4695 -3.6499 -1.5404
C -0.6167 3.1825 1.0156
C -1.1080 -2.5321 -2.0872
C -0.6211 -1.2095 -1.8419
C -2.0679 -5.1222 -2.5767
C -2.7109 -4.0206 -3.1263
C -0.2088 -0.0806 -1.6356
C 0.4998 3.5652 3.1277
C -2.2388 -2.7409 -2.8861
C 1.6813 2.2927 1.3706
C 2.6955 2.7038 3.5698
H -0.3810 4.1084 3.4468
H 0.4076 -3.4975 -0.9256
H -1.4391 3.7622 1.4608
H -3.5869 -4.1593 -3.7484
H -2.4374 -6.1223 -2.7665
H -0.4342 -5.7802 -1.3512
H -2.7347 -1.8797 -3.3134
H 3.5292 2.5828 4.2469
*
```

# 2
The ion CH4N3 with charge +1 in a non-equilibrium geometry, computed with ωB97M-V with the def2-TZVPD basis set.

Gap between HOMO and LUMO (alpha / beta): 0.310 / 0.258 hartree
SMILES: N#[N+]CN
Largest force on an atom: 16.077 eV Å⁻¹
LUMO level (alpha / beta): -7.8 / -8.7 eV
E: -204.28098 hartree
HOMO energy (alpha / beta): -16.2 / -15.8 eV

Geometry as ORCA input:
```
! RIJCOSX wB97M-V def2-TZVPD def2/J DEFGRID3
* xyz 1 1
N 1.7152 1.5065 -1.2319
N 1.1075 0.5979 -0.3091
N -0.9840 -0.0784 0.5905
C 0.1584 -0.3938 -0.1316
H 0.6964 -1.2544 0.3225
H -1.4382 0.8136 0.4364
H -0.1206 -0.6940 -1.1732
H -1.1348 -0.4973 1.4964
*
```

# 3
A structure of composition C9H16F2GaO7 in a non-equilibrium geometry, computed with ωB97M-V with the def2-TZVPD basis set.

Gap between HOMO and LUMO: 0.246 hartree
Largest force on an atom: 1.318 eV Å⁻¹
LUMO level: 2.5 eV
E: -3003.70252 hartree
HOMO energy: -4.2 eV

Geometry as ORCA input:
```
! RIJCOSX wB97M-V def2-TZVPD def2/J DEFGRID3
* xyz -1 1
Ga 2.7865 1.6687 -1.6484
F -2.4156 -4.4645 -1.8305
F -0.4671 3.0142 5.2705
O 0.0884 3.9598 3.2933
O 0.6378 -0.4215 -1.3478
O -1.8113 -2.9078 1.1754
O -3.5426 -3.5136 -0.1177
O 1.2418 4.3074 1.3845
O 1.4226 2.3511 2.4685
O -3.9122 -2.6917 1.9475
C 1.0098 0.9176 -0.9006
C -2.4064 -3.4174 -0.9617
C -3.1604 -3.0088 1.0874
C -0.1478 -0.4000 -2.5077
C -1.2609 -3.5145 0.0023
C 0.6971 -0.6563 -3.8089
C -0.2636 2.7559 3.9468
C 0.9486 1.8949 3.7314
C 0.9512 3.6116 2.2901
H -1.1819 2.3578 3.5088
H 0.8892 -1.7459 -3.8316
H 0.1537 -0.2961 -4.6973
H -0.7274 0.5357 -2.6252
H -2.4449 -2.4790 -1.5178
H 2.8353 3.2279 -1.1946
H 0.7103 0.8329 3.6991
H 2.8957 1.6586 -3.2485
H -0.8466 -1.2633 -2.4510
H 1.6792 -0.1664 -3.7524
H 3.9895 0.8682 -0.9198
H -0.9902 -4.5503 0.2205
H 1.7152 2.0635 4.4918
H 1.1491 0.8243 0.1999
H 0.1525 1.6271 -1.0155
H -0.3745 -2.9802 -0.3407
*
```

# 4
A cluster of 2 separate species, C5H14 in total in a non-equilibrium geometry, computed with ωB97M-V with the def2-TZVPD basis set.

Gap between HOMO and LUMO: 0.433 hartree
SMILES: CCC.CC
Largest force on an atom: 8.083 eV Å⁻¹
LUMO level: 1.1 eV
E: -198.80390 hartree
HOMO energy: -10.7 eV

Geometry as ORCA input:
```
! RIJCOSX wB97M-V def2-TZVPD def2/J DEFGRID3
* xyz 0 1
C -0.9684 -0.7492 1.0295
C 0.7229 2.4942 -1.5766
C 1.3378 1.0720 -1.9259
C -1.5325 -2.0883 0.6645
C 0.2627 -0.8397 1.9927
H 0.6283 2.4641 -0.6204
H -0.9320 -2.8459 1.1641
H 2.3934 1.1952 -1.7455
H -2.6642 -1.9435 0.8754
H 0.5408 0.0350 2.2690
H 0.9258 -1.3015 1.2355
H -1.5822 -0.0630 1.5338
H -0.0344 2.6762 -2.2838
H 1.3972 0.8534 -3.0102
H 1.5611 3.2534 -1.5784
H 0.7387 0.2696 -1.4716
H 0.1613 -1.5725 2.7449
H -0.5544 -0.0806 0.2066
H -1.5136 -2.2741 -0.4245
*
```

# 5
The molecule C8H10 in a non-equilibrium geometry, computed with ωB97M-V with the def2-TZVPD basis set.

Gap between HOMO and LUMO: 0.366 hartree
SMILES: C=C[C@H]1[C@@H]2C=CC[C@H]12
Largest force on an atom: 2.313 eV Å⁻¹
LUMO level: 1.2 eV
E: -310.73283 hartree
HOMO energy: -8.8 eV

Geometry as ORCA input:
```
! RIJCOSX wB97M-V def2-TZVPD def2/J DEFGRID3
* xyz 0 1
C 0.4939 0.1424 0.8204
C 0.0730 0.5021 -0.5379
C -0.2947 1.9677 -0.7564
C -1.4724 2.5351 -0.6651
C 1.0698 -1.9688 0.2419
C 1.6042 -0.8687 0.7380
C -0.4491 -1.9585 0.0519
C -0.7678 -0.4441 0.2193
H 0.7196 0.0011 -1.2618
H -2.3474 1.9504 -0.5746
H -0.7271 -2.4501 -0.9316
H 2.6051 -0.5899 0.9915
H -1.7898 -0.0352 0.3886
H 0.5730 0.9499 1.5389
H -1.6808 3.5978 -0.9121
H -0.9653 -2.5291 0.8332
H 1.4923 -2.9235 0.0466
H 0.5788 2.5853 -0.7919
*
```

# 6
The molecule C4H6N2 in a non-equilibrium geometry, computed with ωB97M-V with the def2-TZVPD basis set.

Gap between HOMO and LUMO: 0.344 hartree
SMILES: Nn1cccc1
Largest force on an atom: 9.263 eV Å⁻¹
LUMO level: 0.9 eV
E: -265.38784 hartree
HOMO energy: -8.4 eV

Geometry as ORCA input:
```
! RIJCOSX wB97M-V def2-TZVPD def2/J DEFGRID3
* xyz 0 1
N 0.5669 0.1208 0.0245
N 1.9357 -0.2177 0.0320
C -0.1161 -1.0461 0.0023
C -1.3602 0.6239 0.0939
C -1.3799 -0.7908 -0.1473
C -0.2020 1.2313 -0.0583
H -2.2020 -1.4400 0.2043
H 2.4417 0.3292 -0.5781
H 2.3538 0.4393 0.7237
H -2.4471 0.9795 0.3369
H 0.1159 2.1711 -0.3811
H 0.5678 -1.9102 -0.0453
*
```

Q: The lowest E belongs to which entry?
A: C15H8Cl2O2SeV

Please write out number 6 again, unchanged.
The molecule C4H6N2 in a non-equilibrium geometry, computed with ωB97M-V with the def2-TZVPD basis set.

Gap between HOMO and LUMO: 0.344 hartree
SMILES: Nn1cccc1
Largest force on an atom: 9.263 eV Å⁻¹
LUMO level: 0.9 eV
E: -265.38784 hartree
HOMO energy: -8.4 eV

Geometry as ORCA input:
```
! RIJCOSX wB97M-V def2-TZVPD def2/J DEFGRID3
* xyz 0 1
N 0.5669 0.1208 0.0245
N 1.9357 -0.2177 0.0320
C -0.1161 -1.0461 0.0023
C -1.3602 0.6239 0.0939
C -1.3799 -0.7908 -0.1473
C -0.2020 1.2313 -0.0583
H -2.2020 -1.4400 0.2043
H 2.4417 0.3292 -0.5781
H 2.3538 0.4393 0.7237
H -2.4471 0.9795 0.3369
H 0.1159 2.1711 -0.3811
H 0.5678 -1.9102 -0.0453
*
```